116
Properties=species:S:1:pos:R:3:forces:R:3 method="wB97M-V/def2-TZVPD" homo_energy_ev=-4.82 orbital_gap_ev=5.4759 e_above_lowest_kcal_mol=31.55 charge=-1
Na -0.27629 -0.89830 -0.28644 -1.3 -0.4 0.2
O -2.70875 -6.30249 3.73020 -0.1 -0.2 -0.2
C -1.63490 -6.29361 3.09969 0.3 0.4 0.5
O -0.61330 -6.99493 3.20948 -0.1 -0.2 -0.2
C -1.51211 -5.14175 2.07259 -0.1 -0.1 -0.2
C -0.38722 -5.00042 1.28258 0.0 0.0 -0.1
C -0.32725 -3.96927 0.35086 0.0 0.0 -0.1
N -1.32743 -3.10232 0.17022 0.1 0.0 0.1
C -2.42686 -3.25857 0.91230 -0.1 0.0 -0.1
C -2.54887 -4.24366 1.88136 0.0 0.0 0.0
C -3.56327 -2.32799 0.63509 0.1 0.0 0.0
C -4.87373 -2.68133 0.98693 0.0 0.0 0.0
C -5.89485 -1.78039 0.77758 0.0 0.0 0.0
C -5.58419 -0.52426 0.26349 -0.1 0.0 0.0
C -4.26324 -0.26834 -0.05429 0.1 0.1 0.0
N -3.27997 -1.15704 0.07163 0.0 -0.1 0.2
C 0.85897 -3.81987 -0.54979 0.0 0.0 0.0
C 2.07181 -4.43518 -0.24218 0.0 0.0 0.0
C 3.11515 -4.35074 -1.14299 0.0 0.0 0.0
C 2.93748 -3.63208 -2.31339 0.0 0.0 0.0
C 1.71861 -3.00921 -2.50874 0.0 0.1 0.0
N 0.69540 -3.10315 -1.66501 0.1 0.0 0.0
H 0.39911 -5.73141 1.40659 0.0 0.0 0.0
H -3.42380 -4.35294 2.50677 0.0 0.0 0.0
H -5.07445 -3.65378 1.41281 0.0 0.0 0.0
H -6.91298 -2.03338 1.04490 0.0 0.0 0.0
H -6.33973 0.24610 0.16005 0.0 0.0 0.0
H -3.92220 0.72653 -0.34153 0.0 0.0 0.0
H 2.19374 -4.96394 0.69177 0.0 0.0 0.0
H 4.06035 -4.83272 -0.92675 0.0 0.0 0.0
H 3.73114 -3.52970 -3.04096 0.0 0.0 0.0
H 1.55567 -2.39550 -3.38997 0.0 0.0 0.0
N -4.55553 0.88857 -2.92122 0.0 0.1 -0.1
C -3.13355 0.50740 -3.30398 0.1 0.0 0.0
C -2.27108 1.73394 -3.53390 -0.2 0.0 -0.2
C -0.82292 1.23382 -3.53690 -0.2 -0.1 0.0
N -0.59451 0.71914 -2.21279 0.7 0.0 0.3
C -0.63516 0.13431 -4.58825 0.0 0.0 0.0
C -1.67834 -0.99607 -4.56241 0.0 0.0 0.1
N -1.55855 -1.91168 -3.43647 0.1 0.0 -0.1
C -3.10173 -0.39542 -4.51911 0.0 0.0 0.1
H -4.55486 1.79171 -2.44265 0.0 0.0 0.0
H -4.92928 0.20076 -2.25769 0.0 -0.1 0.0
H -5.16377 0.94441 -3.73673 0.0 0.0 0.0
H -2.74470 -0.04917 -2.44720 -0.1 0.1 0.0
H -2.39110 2.46617 -2.72748 0.0 0.0 0.0
H -2.51319 2.21345 -4.48926 -0.1 0.0 0.0
H -0.16993 2.07488 -3.80466 0.0 0.0 0.0
H -0.82704 1.42509 -1.51123 0.0 0.0 0.0
H 0.39560 0.49129 -2.02968 0.0 0.0 0.0
H 0.36067 -0.30089 -4.46674 0.0 0.0 0.0
H -0.66438 0.59974 -5.57913 0.0 0.0 0.0
H -1.57917 -1.53879 -5.50650 0.0 0.0 0.0
H -0.76646 -1.75256 -2.82383 -0.1 0.0 -0.1
H -1.54640 -2.88075 -3.71807 0.1 0.0 0.0
H -3.81631 -1.21880 -4.43183 0.0 0.0 0.0
H -3.31900 0.17740 -5.42984 0.0 0.0 0.0
C 1.45288 3.38070 -0.71314 0.0 0.0 0.0
C 2.92267 3.20383 -0.35203 0.0 0.0 0.0
C 3.80834 3.93645 -1.35500 0.0 0.0 0.0
C 3.19139 3.71532 1.06047 -0.1 0.0 0.1
O 3.29120 1.83915 -0.43699 0.0 -0.1 0.0
Si 2.62062 0.44073 0.16634 0.0 0.0 0.0
O 1.56524 -0.24629 -0.78030 1.1 0.4 -0.2
O 1.99877 0.84018 1.65295 0.2 -0.1 0.0
C 1.78457 0.03969 2.81404 -0.1 0.0 -0.1
C 1.19148 -1.32203 2.43851 0.1 0.1 -0.1
C 0.80337 0.81523 3.68269 0.0 0.0 0.0
C 3.10625 -0.14811 3.55229 0.1 0.0 0.0
O 3.94902 -0.51468 0.48917 -0.1 0.0 0.0
C 5.18965 -0.60805 -0.19089 -0.1 0.0 0.0
C 6.11408 0.50735 0.29266 0.0 0.0 0.0
C 5.76944 -1.96552 0.18921 0.1 0.0 0.0
C 4.99657 -0.52273 -1.70362 -0.1 0.0 0.0
H 1.16120 4.43100 -0.62602 0.0 0.0 0.0
H 0.80925 2.78748 -0.05810 0.0 0.1 0.0
H 1.28109 3.05462 -1.74388 0.0 0.0 0.0
H 3.57036 5.00264 -1.37687 0.0 0.0 0.0
H 3.65569 3.51906 -2.35253 0.0 0.0 0.0
H 4.86064 3.81574 -1.08941 0.0 0.0 0.0
H 2.94397 4.77709 1.13552 0.0 0.0 0.0
H 4.24608 3.58133 1.31095 0.0 0.0 0.0
H 2.58994 3.15543 1.77784 0.0 0.0 0.0
H 0.20605 -1.18703 1.98311 0.0 0.0 0.1
H 1.05829 -1.94652 3.32332 0.0 0.0 0.0
H 1.84885 -1.84324 1.73618 0.0 0.0 0.0
H -0.11483 1.00296 3.12450 0.0 0.0 0.0
H 1.23730 1.77589 3.96844 0.0 0.0 0.0
H 0.56522 0.25383 4.58990 0.0 0.0 0.0
H 3.83415 -0.64831 2.91186 -0.1 0.0 0.0
H 2.94933 -0.74455 4.45369 0.0 0.0 0.0
H 3.50677 0.82576 3.84233 0.0 0.0 0.0
H 6.27848 0.41240 1.36798 0.0 0.0 0.0
H 5.65879 1.47684 0.09191 0.0 0.0 0.0
H 7.08070 0.45288 -0.21649 0.0 0.0 0.0
H 5.87611 -2.03277 1.27350 0.0 0.0 0.0
H 6.75001 -2.11210 -0.27088 0.0 0.0 0.0
H 5.09768 -2.76015 -0.13851 0.0 0.0 0.0
H 4.63274 0.46732 -1.98782 0.0 -0.1 0.0
H 4.25632 -1.25964 -2.01969 0.0 0.0 0.0
H 5.94265 -0.71463 -2.21542 0.0 0.0 0.0
O -5.37884 5.47841 4.86421 0.0 -0.1 0.0
C -4.13280 5.73650 4.37029 -0.1 0.0 0.0
O -3.63441 6.80615 4.60277 0.0 0.0 0.0
C -3.51587 4.67213 3.54465 0.0 0.0 -0.1
C -4.00014 3.36331 3.46546 0.0 0.0 0.1
C -3.41228 2.43081 2.63288 0.0 0.0 0.0
C -2.31784 2.76199 1.80746 0.0 0.1 0.1
S -1.64068 1.62723 0.68445 -0.2 0.2 0.0
C -1.79799 4.06550 1.95383 -0.1 0.0 -0.1
C -2.39017 4.99413 2.78526 0.1 0.0 0.0
H -5.67689 4.62374 4.52984 0.0 0.1 0.0
H -4.81686 3.02983 4.10124 0.0 0.0 0.0
H -3.77732 1.40993 2.61706 0.0 0.0 0.0
H -0.91766 4.32651 1.37949 0.0 0.0 0.0
H -1.98997 5.99694 2.87200 0.0 0.0 0.0